1.
DFT (the ωB97M-V functional and the def2-TZVPD basis) results for C21H26AgI2N3OSi2 as an isolated structure.

Properties
**Gap between HOMO and LUMO**: 3.699 eV
**LUMO level**: 3.496 eV
**Energy relative to the best compared isomer or geometry (same formula, charge and spin)**: 0.0 kcal/mol
**Net charge**: -2

Each line ends with the Mulliken charge.
Geometry (Å):
Ag  -0.04  0.55  0.46  0.143
C  4.28  1.42  -1.04  -1.047
Si  2.90  0.11  -1.07  -0.183
C  3.71  -1.48  -1.77  -1.077
C  1.71  0.66  -2.43  -1.042
N  2.08  -0.08  0.38  0.327
C  2.58  -0.39  1.62  0.353
C  3.91  -0.77  1.83  -0.113
C  4.43  -1.10  3.08  -0.832
C  3.60  -1.05  4.19  -0.850
C  2.27  -0.68  4.02  -0.104
C  1.70  -0.35  2.78  0.413
N  0.39  0.01  2.62  0.372
Si  -0.79  0.18  3.80  -0.290
C  -1.23  -1.41  4.76  -1.077
C  -0.43  1.50  5.13  -1.074
C  -2.42  0.72  3.01  -0.974
H  4.75  1.53  -2.02  0.311
H  5.05  1.18  -0.31  0.350
H  3.85  2.39  -0.76  0.271
H  4.15  -1.29  -2.75  0.300
H  2.95  -2.25  -1.87  0.274
H  4.49  -1.87  -1.11  0.349
H  2.23  0.78  -3.38  0.299
H  1.22  1.60  -2.16  0.203
H  0.91  -0.08  -2.57  0.198
H  4.57  -0.82  0.97  0.108
H  5.48  -1.38  3.17  0.325
H  3.97  -1.29  5.18  0.324
H  1.63  -0.64  4.89  0.119
H  -0.39  -1.79  5.34  0.344
H  -1.53  -2.19  4.06  0.274
H  -2.06  -1.23  5.45  0.313
H  0.45  1.25  5.73  0.346
H  -1.28  1.62  5.81  0.311
H  -0.24  2.46  4.64  0.284
H  -2.75  -0.02  2.27  0.100
H  -2.31  1.67  2.49  0.180
H  -3.21  0.83  3.76  0.358
I  -1.88  5.94  -0.88  -0.028
C  -2.86  4.10  -0.96  -0.555
C  -4.21  4.06  -1.25  -0.300
C  -4.91  2.88  -1.32  -0.352
I  -6.95  2.94  -1.77  -0.051
C  -4.24  1.65  -1.09  1.074
C  -4.85  0.38  -1.14  -0.700
C  -4.11  -0.75  -0.91  -0.740
C  -2.74  -0.62  -0.62  -0.495
N  -2.14  0.55  -0.57  -0.114
C  -2.85  1.68  -0.80  0.219
C  -2.07  2.94  -0.72  0.540
O  -0.85  2.94  -0.47  -0.597
H  -4.73  5.00  -1.42  0.287
H  -5.91  0.31  -1.36  0.143
H  -4.56  -1.73  -0.94  0.378
H  -2.13  -1.49  -0.42  0.406

***

2.
DFT (the ωB97M-V functional and the def2-TZVPD basis) results for C24H44AuO3P2S as an isolated structure.

Properties
**Gap between HOMO and LUMO (spin up / spin down)**: 8.042 / 4.880 eV
**LUMO level (spin up / spin down)**: -2.718 / -5.898 eV
**Multiplicity**: 3
**Energy relative to the best compared isomer or geometry (same formula, charge and spin)**: 0.0 kcal/mol
**Net charge**: +1
**Expectation value of S²**: 2.012

Each line ends with the Mulliken spin population.
Geometry (Å):
Au  0.34  0.51  -0.24  0.222
C  0.61  -1.55  1.61  0.289
C  1.66  -0.59  1.56  0.323
C  -0.33  0.50  2.12  0.368
C  -0.60  -0.88  1.94  0.248
C  1.09  0.71  1.87  0.116
C  0.80  -3.02  1.47  0.007
H  1.58  -3.25  0.73  0.002
H  -0.12  -3.52  1.15  0.004
H  1.11  -3.46  2.44  0.023
C  -1.90  -1.52  2.26  -0.014
H  -1.95  -2.55  1.89  0.000
H  -2.73  -0.96  1.80  0.016
H  -2.06  -1.54  3.35  0.022
C  -1.26  1.46  2.75  0.012
H  -1.54  1.11  3.76  0.023
H  -2.16  1.54  2.14  0.016
H  -0.81  2.46  2.85  -0.001
C  1.88  1.92  2.24  0.026
H  2.22  1.90  3.30  0.007
H  1.28  2.83  2.09  -0.001
H  2.77  2.00  1.61  0.001
C  3.12  -0.88  1.49  0.005
H  3.56  -0.93  2.50  0.022
H  3.65  -0.10  0.93  0.009
H  3.30  -1.83  1.00  0.001
C  -0.46  -0.75  -2.22  0.010
C  0.62  -1.58  -1.98  0.073
C  2.02  -1.35  -2.44  -0.004
C  2.39  0.14  -2.73  0.009
C  1.88  1.15  -1.75  0.022
C  0.70  1.92  -1.91  0.070
C  -0.35  1.73  -2.98  -0.006
C  -0.61  0.24  -3.36  0.003
H  2.24  -1.98  -3.33  0.008
H  2.03  0.38  -3.76  0.008
H  2.73  -1.70  -1.67  0.005
H  0.03  -0.04  -4.21  -0.002
H  -1.44  -1.11  -1.85  0.004
H  0.43  -2.54  -1.49  -0.003
H  -1.67  0.18  -3.68  0.001
H  -1.31  2.13  -2.60  0.006
H  0.74  2.93  -1.45  -0.001
H  -0.09  2.33  -3.87  0.005
H  3.49  0.24  -2.75  -0.002
H  2.63  1.59  -1.08  0.001
P  2.11  0.95  -5.78  0.000
C  0.93  0.30  -7.03  0.000
C  3.69  0.47  -6.57  0.000
P  2.75  3.96  -5.14  0.002
C  2.08  2.71  -6.36  0.000
C  4.41  4.17  -5.93  0.000
C  2.02  5.42  -6.03  0.000
H  -0.06  0.78  -6.89  0.000
H  0.85  -0.79  -6.92  0.000
H  1.33  0.56  -8.02  0.000
H  3.58  0.66  -7.64  0.000
H  3.86  -0.60  -6.40  0.000
H  4.52  1.06  -6.17  0.000
H  2.39  5.46  -7.06  0.000
H  2.35  6.33  -5.52  0.000
H  0.93  5.37  -6.03  0.000
H  1.05  2.98  -6.63  0.000
H  2.71  2.73  -7.27  0.000
H  4.90  5.03  -5.45  0.000
H  4.28  4.41  -7.00  0.000
H  5.03  3.28  -5.82  0.000
C  -4.77  -0.04  0.22  0.002
S  -3.63  0.93  -0.78  0.001
O  -3.43  0.16  -2.02  0.000
O  -4.28  2.23  -0.94  0.007
O  -2.40  1.00  0.05  0.035
H  -5.76  0.01  -0.23  0.000
H  -4.81  0.36  1.24  0.000
H  -4.42  -1.08  0.23  0.000

***

3.
DFT (the ωB97M-V functional and the def2-TZVPD basis) results for C2H8BrCuN4O2 as an isolated structure.

Properties
**Gap between HOMO and LUMO (spin up / spin down)**: 8.943 / 6.624 eV
**LUMO level (spin up / spin down)**: -5.144 / -7.210 eV
**Multiplicity**: 2
**Energy relative to the best compared isomer or geometry (same formula, charge and spin)**: 236.4 kcal/mol
**Net charge**: +1
**Expectation value of S²**: 0.760

Each line ends with the Mulliken spin population.
Geometry (Å):
Cu  3.54  0.54  1.73  0.006
Br  1.68  0.13  1.58  -0.006
C  -0.41  1.64  -0.14  -0.024
O  -0.59  2.37  0.80  0.163
N  0.62  0.87  -0.24  0.457
N  -1.28  1.46  -1.07  0.027
H  1.25  0.87  0.54  -0.026
H  0.79  0.27  -1.04  -0.032
H  -1.00  0.87  -1.84  0.000
H  -2.11  2.01  -1.20  -0.003
C  -0.57  -1.69  -0.26  -0.014
O  -1.14  -2.30  -1.14  0.116
N  0.59  -1.18  -0.44  0.371
N  -1.00  -1.30  0.89  0.004
H  1.11  -1.26  -1.30  -0.023
H  0.90  -0.68  0.39  -0.015
H  -0.46  -0.97  1.68  -0.002
H  -1.94  -1.64  1.06  -0.001

***

4.
DFT (the ωB97M-V functional and the def2-TZVPD basis) results for a 2-piece molecular cluster, C13H12BrFNO3 overall.

Properties
**Gap between HOMO and LUMO**: 3.876 eV
**LUMO level**: 1.735 eV
**Energy relative to the best compared isomer or geometry (same formula, charge and spin)**: 80.4 kcal/mol
**Net charge**: -1

Each line ends with the Mulliken charge.
Geometry (Å):
F  -1.47  -2.45  1.42  -0.299
C  -0.43  -1.63  1.08  -0.070
N  0.83  -1.89  1.62  0.176
C  1.97  -1.11  1.39  -0.891
C  1.92  0.08  0.50  0.529
C  3.06  0.98  0.20  -0.638
C  2.99  2.14  -0.73  -0.441
C  1.70  2.45  -1.39  -0.666
C  0.53  1.56  -1.09  -0.247
C  0.60  0.41  -0.17  0.928
C  -0.59  -0.50  0.19  0.762
C  -1.99  -0.15  -0.46  -1.196
C  -2.44  1.26  0.12  -0.535
C  -3.88  1.29  0.77  -0.716
Br  -3.65  0.66  2.66  -0.208
H  0.90  -2.70  2.25  0.271
H  2.93  -1.41  1.88  0.274
H  4.06  0.80  0.69  0.243
H  3.86  2.81  -0.95  0.320
H  1.56  3.32  -2.09  0.315
H  -0.44  1.82  -1.59  0.108
H  -2.75  -0.97  -0.32  0.420
H  -1.78  -0.04  -1.57  0.369
H  -2.38  2.01  -0.72  0.282
H  -1.71  1.59  0.92  0.392
H  -4.64  0.67  0.22  0.387
H  -4.24  2.36  0.73  0.384
C  1.37  -3.38  -1.38  0.723
O  1.45  -4.48  -0.80  -0.738
O  0.48  -3.06  -2.23  -0.680
O  2.18  -2.40  -1.18  -0.557

***

5.
DFT (the ωB97M-V functional and the def2-TZVPD basis) results for a 2-piece molecular cluster, C4H12 overall.

Properties
**Gap between HOMO and LUMO (spin up / spin down)**: 10.904 / 2.705 eV
**LUMO level (spin up / spin down)**: -3.652 / -11.849 eV
**Multiplicity**: 2
**Energy relative to the best compared isomer or geometry (same formula, charge and spin)**: 20.3 kcal/mol
**Net charge**: +1
**Expectation value of S²**: 0.753

Each line ends with the Mulliken spin population.
Geometry (Å):
C  -0.12  1.35  1.29  0.164
C  -0.10  1.20  2.80  0.206
H  0.93  1.69  1.03  0.243
H  -0.26  0.41  0.80  0.039
H  -0.73  2.22  1.04  0.018
H  0.38  0.27  3.16  0.000
H  -1.20  1.39  3.13  0.216
H  0.42  1.99  3.34  0.104
C  -0.39  -1.88  -2.23  0.001
C  0.57  -0.77  -1.88  0.001
H  -0.02  -2.91  -2.10  0.000
H  -1.34  -1.82  -1.66  0.001
H  -0.58  -1.73  -3.32  0.000
H  0.39  0.13  -2.54  0.000
H  1.58  -1.16  -2.02  0.001
H  0.48  -0.38  -0.84  0.006

***

6.
DFT (the ωB97M-V functional and the def2-TZVPD basis) results for an isolated molecule of C14H15F2N5S.

Properties
**SMILES string**: Cc1cc(C)nc(/N=C(\N)Nc2ccc(SC(F)F)cc2)n1
**Gap between HOMO and LUMO**: 8.682 eV
**LUMO level**: 0.593 eV
**Net charge**: 0

Each line ends with the Mulliken charge.
Geometry (Å):
C  -6.84  2.36  0.36  -1.125
C  -5.53  2.27  -0.36  0.905
C  -5.39  2.74  -1.66  -0.844
C  -4.13  2.60  -2.24  0.726
C  -3.85  3.09  -3.63  -1.277
N  -3.13  2.05  -1.58  -0.348
C  -3.35  1.62  -0.33  0.054
N  -2.37  1.04  0.41  -0.471
C  -1.15  0.91  0.00  0.147
N  -0.68  1.25  -1.22  -0.278
N  -0.29  0.39  0.94  -0.103
C  0.99  -0.12  0.81  0.385
C  1.79  -0.19  1.96  -0.543
C  3.07  -0.69  1.89  -0.559
C  3.57  -1.14  0.68  -0.170
S  5.22  -1.81  0.60  -0.154
C  4.79  -3.56  0.87  0.327
F  4.15  -3.73  2.04  -0.226
F  3.96  -4.02  -0.08  -0.228
C  2.78  -1.11  -0.46  -0.588
C  1.50  -0.61  -0.40  -0.239
N  -4.53  1.72  0.30  -0.619
H  -7.60  1.79  -0.17  0.290
H  -7.17  3.40  0.41  0.300
H  -6.73  1.96  1.37  0.350
H  -6.21  3.18  -2.20  0.393
H  -2.96  2.60  -4.03  0.338
H  -3.67  4.17  -3.61  0.250
H  -4.70  2.90  -4.28  0.375
H  0.30  1.43  -1.36  0.346
H  -1.40  1.73  -1.78  0.335
H  -0.72  0.34  1.85  0.265
H  1.39  0.16  2.90  0.367
H  3.68  -0.74  2.78  0.420
H  5.71  -4.16  0.87  0.208
H  3.17  -1.49  -1.39  0.424
H  0.87  -0.64  -1.28  0.566

***

7.
DFT (the ωB97M-V functional and the def2-TZVPD basis) results for a 7-piece molecular cluster, C7H28N10O7 overall.

Properties
**SMILES string**: NC(N)=O.NC(N)=O.NC(N)=O.NC(N)=O.NC(N)=O.CO.CO
**Gap between HOMO and LUMO**: 9.191 eV
**LUMO level**: -0.237 eV
**Energy relative to the best compared isomer or geometry (same formula, charge and spin)**: 169.8 kcal/mol
**Net charge**: 0

Each line ends with the Mulliken charge.
Geometry (Å):
N  2.39  0.70  1.68  -0.355
C  2.26  -0.31  2.49  0.352
N  1.67  0.00  3.62  -0.509
O  2.66  -1.61  2.19  -0.716
H  2.70  0.62  0.65  0.080
H  2.20  1.66  2.03  0.210
H  1.62  -0.69  4.36  0.308
H  1.43  0.97  3.85  0.276
N  -1.76  -0.68  -2.59  -0.233
C  -3.12  -0.60  -2.59  0.261
N  -3.65  -0.25  -1.46  -0.334
O  -3.93  -0.67  -3.69  -0.738
H  -1.32  -1.01  -3.48  0.249
H  -1.13  -1.02  -1.84  0.432
H  -4.65  -0.08  -1.44  0.276
H  -3.20  -0.42  -0.57  0.336
N  -0.77  -0.46  2.77  -0.182
C  -1.23  -0.09  1.60  0.751
N  -0.32  0.55  0.91  0.015
O  -2.54  -0.34  1.16  -0.883
H  -1.45  -0.93  3.39  0.253
H  0.26  -0.34  3.06  0.192
H  -0.48  0.89  -0.13  0.186
H  0.60  0.68  1.32  0.304
N  -2.69  2.15  -1.15  -0.208
C  -1.44  2.47  -1.21  0.467
N  -0.72  1.45  -1.59  -0.456
O  -0.87  3.67  -0.84  -0.790
H  -3.50  2.74  -0.74  0.351
H  -3.09  1.21  -1.23  0.233
H  0.24  1.66  -1.88  -0.327
H  -1.08  0.69  -2.19  0.755
N  2.13  3.18  -0.63  -0.224
C  2.34  2.10  -1.32  0.124
N  1.61  2.15  -2.40  -0.421
O  3.20  1.01  -1.00  -0.762
H  2.75  3.41  0.19  0.284
H  1.34  3.88  -0.75  0.234
H  1.79  1.28  -2.99  0.352
H  1.23  2.97  -2.91  0.338
C  0.03  -3.92  1.77  -0.070
O  1.03  -3.91  2.86  -0.573
H  -0.86  -4.47  1.86  0.416
H  0.42  -4.19  0.76  0.205
H  -0.20  -2.89  1.58  -0.270
H  1.73  -3.25  2.69  0.360
C  1.27  -1.77  -1.28  -0.652
O  -0.01  -1.64  -0.70  -0.779
H  1.88  -2.29  -0.55  0.266
H  1.79  -0.82  -1.47  0.139
H  1.44  -2.44  -2.14  0.395
H  -0.01  -0.99  -0.04  0.081

***

8.
DFT (the ωB97M-V functional and the def2-TZVPD basis) results for an isolated molecule of C3H6N2OS.

Properties
**SMILES string**: NN[C@@H](C=O)C=S
**Gap between HOMO and LUMO**: 8.425 eV
**LUMO level**: -0.448 eV
**Energy relative to the best compared isomer or geometry (same formula, charge and spin)**: 94.4 kcal/mol
**Net charge**: 0

Each line ends with the Mulliken charge.
Geometry (Å):
N  0.08  -1.67  1.08  -0.611
N  0.49  -0.35  0.77  -0.278
C  -0.30  0.36  -0.12  0.489
C  -0.01  1.86  0.12  -0.153
O  -0.02  2.66  -0.77  -0.431
C  0.17  -0.19  -1.47  -0.468
S  -0.81  -0.40  -2.73  -0.217
H  -0.88  -1.76  1.01  0.250
H  0.55  -2.37  0.60  0.237
H  0.78  0.14  1.59  0.205
H  -1.42  0.34  0.19  0.283
H  0.28  2.03  1.14  0.305
H  1.09  -0.64  -1.40  0.388

***

Ordered M results: 754.31; 671.60; 263.56; 329.15; 60.14; 323.37; 364.36; 118.16; unit g/mol.